1.
9
Properties=species:S:1:pos:R:3:forces:R:3 method="wB97M-V/def2-TZVPD" total_energy_ev=-7158.807 lumo_ev="0.77 / -2.44" de_lowest_ev=3.079 gap_ev="4.59 / 8.22" multiplicity=3 homo_energy_ev="-3.82 / -10.66"
C -0.428 -1.043 0.114 -5.31 -3.48 -0.74
C 0.574 -0.189 0.048 8.18 4.89 1.43
N -1.348 0.023 -0.099 -0.77 -1.73 1.15
N -0.212 0.958 0.085 0.77 0.95 -1.36
O 1.950 -0.229 0.031 -3.80 1.10 -0.71
H -0.585 -2.104 0.168 -0.07 -0.02 -0.06
H -2.092 0.125 0.618 0.56 0.12 -0.68
H -0.013 1.673 -0.757 0.22 -0.88 0.97
H 2.155 0.785 -0.208 0.22 -0.93 0.00



2.
10
Properties=species:S:1:pos:R:3:forces:R:3 method="wB97M-V/def2-TZVPD" total_energy_ev=-9207.677 lumo_ev=0.23 de_lowest_ev=7.546 gap_ev=10.34 homo_energy_ev=-10.11
C -1.712 -0.612 -0.148 2.06 1.22 -0.21
N -1.388 0.621 -0.428 -2.05 -0.11 -1.44
O -0.034 1.341 -0.128 -2.16 -2.83 -0.33
C 0.552 0.458 0.683 4.06 -0.44 2.34
N 1.663 -0.243 0.474 -1.50 2.02 1.10
O 2.492 0.010 -0.672 -2.15 -0.50 0.72
H -2.723 -1.076 -0.649 2.70 1.57 1.61
H -0.905 -1.179 0.445 -1.73 -0.10 -0.93
H 0.203 0.565 1.814 0.56 -1.17 -2.48
H 1.853 0.115 -1.391 0.21 0.35 -0.38



3.
10
Properties=species:S:1:pos:R:3:forces:R:3 method="wB97M-V/def2-TZVPD" smiles="NC(=O)/N=C/O" total_energy_ev=-9214.586 lumo_ev=0.82 de_lowest_ev=0.637 gap_ev=10.83 homo_energy_ev=-10.01
N -0.433 1.897 0.172 -0.05 0.08 -0.12
C 0.413 0.849 -0.012 0.23 0.16 0.16
O 1.617 0.914 0.177 -0.56 -0.05 -0.11
N -0.300 -0.326 -0.398 0.18 -0.28 0.25
C 0.266 -1.391 0.003 -0.08 0.16 -0.03
O -0.252 -2.605 -0.159 -0.10 -0.06 -0.20
H -0.042 2.781 0.455 0.00 -0.11 -0.12
H -1.395 1.853 -0.127 0.29 -0.13 0.11
H 1.220 -1.420 0.530 -0.10 0.04 -0.04
H -1.094 -2.553 -0.642 0.19 0.19 0.09



4.
10
Properties=species:S:1:pos:R:3:forces:R:3 method="wB97M-V/def2-TZVPD" smiles=N[C@]12O[C@H]1N2O total_energy_ev=-9208.813 lumo_ev=0.86 de_lowest_ev=6.410 gap_ev=10.07 homo_energy_ev=-9.20
N 0.497 1.662 -0.448 0.03 0.01 0.01
C 0.173 0.327 -0.393 -0.13 -0.28 0.21
O 0.638 -0.661 -1.221 -0.48 0.08 0.43
C -0.821 -0.621 -0.648 0.28 -0.11 -0.27
N -0.513 -0.536 0.716 0.50 -0.15 -0.05
O 0.171 -1.718 1.229 -0.22 0.52 -0.28
H -0.075 2.230 0.162 0.04 -0.05 -0.02
H 1.484 1.830 -0.300 -0.07 -0.03 0.02
H -1.639 -0.929 -1.279 0.05 0.03 0.03
H 0.086 -1.585 2.181 0.00 -0.01 -0.08



5.
10
Properties=species:S:1:pos:R:3:forces:R:3 method="wB97M-V/def2-TZVPD" total_energy_ev=-9213.214 lumo_ev=0.74 de_lowest_ev=2.009 gap_ev=9.83 homo_energy_ev=-9.09
N -0.151 -1.906 0.358 0.11 -0.03 -0.01
C 0.188 -0.626 0.736 0.19 -0.04 0.37
O 0.683 -0.359 1.802 -0.25 -0.18 -0.44
N -0.147 0.351 -0.233 0.13 0.30 0.20
C 0.248 1.630 -0.040 -0.21 -0.31 -0.26
O -0.233 2.344 -1.063 0.15 0.09 0.20
H 0.234 -2.602 0.981 -0.10 0.04 -0.10
H -0.166 -2.161 -0.618 -0.01 0.11 0.11
H -0.724 0.087 -1.033 0.12 0.08 0.14
H 0.069 3.244 -0.890 -0.14 -0.07 -0.21



6.
10
Properties=species:S:1:pos:R:3:forces:R:3 method="wB97M-V/def2-TZVPD" total_energy_ev=-9209.859 lumo_ev="-1.20 / -1.20" de_lowest_ev=5.364 gap_ev="8.09 / 8.09" homo_energy_ev="-9.29 / -9.29"
N -0.202 -1.253 0.081 0.46 -0.05 -0.45
C 0.489 -0.578 -0.780 -0.99 -1.50 0.32
C -0.794 1.253 1.411 0.28 0.04 -0.47
O 0.833 -1.103 -1.983 0.24 0.44 0.13
N 0.213 0.523 1.308 0.64 1.13 -0.59
O 0.816 0.632 -0.528 -0.67 0.28 1.38
H 1.318 -0.423 -2.471 0.02 -0.09 0.01
H -0.265 -2.256 -0.064 -0.07 0.16 -0.32
H -1.495 1.510 0.620 0.16 0.00 0.01
H -0.914 1.695 2.407 -0.05 -0.41 -0.03



7.
10
Properties=species:S:1:pos:R:3:forces:R:3 method="wB97M-V/def2-TZVPD" smiles="N#[N+][O-].C=CO" total_energy_ev=-9210.746 lumo_ev=0.73 de_lowest_ev=4.477 gap_ev=9.86 homo_energy_ev=-9.13
N -0.982 -2.329 3.089 -3.11 0.11 0.74
N 0.043 -2.364 2.708 0.42 0.02 0.33
O 1.152 -2.404 2.397 2.71 -0.11 -1.11
C -0.367 -0.545 -0.494 2.99 -0.57 -0.43
C 0.422 0.449 -0.036 -0.32 -2.49 -1.85
O 0.100 1.540 0.590 -2.65 1.19 1.99
H -1.405 -0.787 -0.466 -0.52 0.52 0.32
H 0.303 -1.300 -1.003 -1.15 0.61 0.60
H 1.478 0.425 -0.223 0.54 -0.59 -0.36
H 0.658 2.237 0.327 1.10 1.31 -0.22



8.
10
Properties=species:S:1:pos:R:3:forces:R:3 method="wB97M-V/def2-TZVPD" total_energy_ev=-9209.290 lumo_ev=0.69 de_lowest_ev=5.933 gap_ev=10.55 homo_energy_ev=-9.85
O 1.914 0.721 0.870 3.87 2.88 -0.74
N 1.190 1.247 -0.236 -0.23 -0.27 0.83
C 0.073 0.644 -0.345 -0.84 1.18 -0.28
C -0.427 -0.418 0.545 2.91 2.40 2.70
N -1.208 -1.289 0.160 -2.05 -2.40 -0.07
O -1.522 -1.209 -1.190 4.99 5.16 0.96
H 2.826 1.365 0.876 -3.92 -2.79 -0.07
H -0.691 1.109 -1.022 1.21 -0.68 0.20
H -0.030 -0.353 1.677 -1.28 -0.63 -2.75
H -2.125 -1.816 -1.335 -4.64 -4.86 -0.77



9.
10
Properties=species:S:1:pos:R:3:forces:R:3 method="wB97M-V/def2-TZVPD" smiles="C=[N+]([O-])C(N)=O" total_energy_ev=-9210.459 lumo_ev="-0.60 / -0.60" de_lowest_ev=4.763 gap_ev="8.83 / 8.83" homo_energy_ev="-9.43 / -9.43"
C -0.680 -1.606 -0.042 5.57 0.79 -0.66
N -0.663 -0.309 -0.112 -1.06 -1.52 0.54
O -1.640 0.462 0.031 -1.46 1.18 -0.30
C 0.593 0.310 -0.120 10.32 -2.99 2.29
N 0.658 1.658 -0.067 -0.55 -3.58 -0.92
O 1.706 -0.519 0.069 -5.87 4.88 -1.50
H -1.547 -2.114 0.078 -2.54 -1.22 0.28
H 0.433 -2.018 -0.056 -2.80 0.61 -0.06
H -0.271 1.918 -0.028 -2.40 1.93 0.19
H 1.410 2.218 0.247 0.80 -0.09 0.14



10.
10
Properties=species:S:1:pos:R:3:forces:R:3 method="wB97M-V/def2-TZVPD" smiles="[H]/N=C/N(O)C=O" total_energy_ev=-9209.860 lumo_ev=0.62 de_lowest_ev=5.363 gap_ev=10.37 homo_energy_ev=-9.75
H 2.045 -1.823 -0.026 4.50 -1.62 -0.85
N 1.259 -1.381 0.182 -4.28 -3.55 2.70
C 0.989 -0.269 -0.113 1.33 5.03 -3.46
N -0.354 0.272 -0.106 5.37 3.38 1.82
O -0.141 1.687 0.082 -1.62 -0.98 -5.11
C -1.576 -0.204 -0.025 -3.07 -2.60 -1.25
O -1.810 -1.429 0.074 -0.02 3.57 -0.16
H 1.889 0.450 -0.645 -3.11 -1.09 1.38
H -0.015 1.991 0.929 0.24 -0.13 3.72
H -2.285 0.705 -0.351 0.66 -2.00 1.22



11.
10
Properties=species:S:1:pos:R:3:forces:R:3 method="wB97M-V/def2-TZVPD" smiles="O=[NH+][O-].CC#N" total_energy_ev=-9210.476 lumo_ev=0.39 de_lowest_ev=4.747 gap_ev=11.27 homo_energy_ev=-10.88
O 2.013 -1.700 2.616 0.33 -0.20 0.95
N 1.292 -1.955 1.692 -0.84 2.52 -1.60
O 1.361 -2.909 0.955 -0.34 -0.39 0.04
H 0.620 -1.105 1.395 0.77 -1.81 0.64
C -0.963 1.512 -1.518 -0.27 1.13 -0.67
C -0.746 0.936 -0.218 0.02 1.43 -1.04
N -0.417 0.457 0.752 0.41 -1.11 1.85
H -0.075 1.266 -2.108 -0.01 0.68 0.01
H -1.366 2.577 -1.620 1.14 -1.39 0.63
H -1.719 0.921 -1.946 -1.22 -0.85 -0.81



12.
10
Properties=species:S:1:pos:R:3:forces:R:3 method="wB97M-V/def2-TZVPD" smiles="CC(=O)n1[nH]o1" total_energy_ev=-9208.737 lumo_ev=0.85 de_lowest_ev=6.486 gap_ev=10.86 homo_energy_ev=-10.01
C 0.432 0.639 0.177 -2.13 2.05 1.68
C -1.025 1.080 -0.088 1.88 0.43 1.78
O -1.397 2.209 -0.128 -0.69 0.80 -0.10
N -1.809 -0.002 -0.347 -0.62 -0.85 -2.50
N -1.715 -1.241 0.224 0.02 -1.58 0.03
O -2.973 -0.504 0.227 -0.27 0.32 0.45
H 1.018 1.544 0.401 -0.16 -0.66 -0.07
H 0.697 0.169 -0.682 1.50 -1.41 -2.55
H 0.362 -0.096 0.963 0.44 -0.07 0.47
H -1.816 -1.951 -0.555 0.02 0.96 0.82